{
  "formula": "C4H11NO",
  "method": "ωB97M-V/def2-TZVPD",
  "total_charge": 0,
  "gap_ev": 10.2,
  "energy_ev": -7863.9119,
  "homo_ev": -9.35,
  "max_force_ev_per_a": 0.62,
  "smiles": "CC(C)(N)CO",
  "e_lumo_ev": 0.858,
  "e_above_lowest_ev": 0.642,
  "elements": ["C", "C", "C", "N", "C", "O", "H", "H", "H", "H", "H", "H", "H", "H", "H", "H", "H"],
  "coordinates": [[-0.7839, 0.2635, -1.3304], [0.2071, -0.0406, -0.1975], [-0.0770, -1.4414, 0.3659], [1.5712, -0.0197, -0.7582], [0.0925, 1.0291, 0.9165], [-1.1947, 1.0131, 1.5274], [-0.5995, 1.2527, -1.7655], [-1.8187, 0.2474, -0.9704], [-0.7077, -0.4742, -2.1381], [0.5945, -1.6787, 1.1992], [0.0569, -2.2148, -0.3998], [-1.1058, -1.5231, 0.7341], [2.2355, -0.3357, -0.0518], [1.6340, -0.6963, -1.5191], [0.8364, 0.8503, 1.7015], [0.2632, 2.0323, 0.5085], [-1.2040, 1.7361, 2.1779]]
}